(1)
Below is a structure of composition C28H43N2O9P2S2SbSe4W in a non-equilibrium geometry, with properties calculated with wB97M-V/def2-TZVPD.

Results
Total charge = -2
Highest occupied orbital energy (spin up / spin down) = -2.00 / -2.00 eV
Kohn-Sham gap (spin up / spin down) = 5.75 / 5.75 eV
ΔE to the lowest compared entry with this formula, charge and spin = 88.31 kcal/mol

Geometry as XYZ:
```
92
Properties=species:S:1:pos:R:3:lowdin_charge:R:1
W 0.06889 0.47923 0.23245 1.221
Sb -4.61646 -1.44920 -0.35531 -0.256
Se -4.44418 -3.14716 1.36437 -0.236
Se -5.98900 0.45285 0.26811 -0.137
Se -2.10853 -0.46679 0.01556 0.274
Se -4.66039 -2.12220 -2.65436 -0.187
S 3.21728 -2.04631 0.00217 0.733
S 2.50883 1.66643 0.82240 0.988
P -2.07266 3.00385 -0.68238 0.294
P -1.00264 3.14474 2.08607 0.322
O 1.34926 0.40885 -0.99769 -0.594
O -1.83647 4.55006 -1.12950 -0.148
O -0.54122 1.70151 1.99255 -0.462
O -0.10020 -2.71240 -1.17217 -0.276
O -0.14707 4.30776 1.77509 -0.287
O -0.72951 -0.30689 -2.97411 -0.253
O -0.68554 2.40869 -0.65522 -0.449
O -1.48697 3.28828 3.64364 -0.153
O -3.19311 2.44904 -1.46156 -0.305
N -3.45269 2.06834 1.49932 0.100
N 2.59695 -4.23979 1.27207 0.040
C 4.37349 2.90964 -2.51451 -0.090
C 3.74006 -5.34306 3.00924 -0.098
C -2.56666 3.20491 1.12098 -0.510
C 4.72333 -4.31655 2.93368 -0.088
C -1.59172 0.40950 -3.82383 -0.117
C 3.53791 4.87060 -1.39996 -0.090
C 4.52178 3.00199 4.69069 -0.113
C 3.29051 2.34222 2.27815 -0.448
C -3.26493 4.54028 1.35142 -0.094
C 3.14840 3.11211 4.55370 -0.089
C 0.36247 -2.40595 -2.46942 -0.223
C 4.61485 -3.29770 2.04325 -0.103
C -1.03123 -0.73490 3.59863 -0.077
C 1.22511 -1.75134 3.76019 -0.067
C -0.62947 -1.66015 -3.34483 -0.230
C -0.56176 -2.83302 2.37938 -0.080
C 4.67338 2.21934 2.42250 -0.091
C 5.28558 2.55677 3.61571 -0.103
C 3.51385 -3.21168 1.12167 -0.804
C 4.22532 4.28893 -2.45707 -0.109
C 0.56156 -0.77379 1.55788 -0.357
C 0.04573 -1.49273 2.81204 -0.634
C 3.17409 2.69975 -0.45204 -0.463
C 3.00295 4.07769 -0.39686 -0.067
C 3.84845 2.10780 -1.51164 -0.088
C 2.68657 -5.25545 2.16093 -0.100
C 2.53081 2.78558 3.35190 -0.076
C -1.01412 -3.78658 -1.13956 -0.126
H -1.37244 -1.36483 4.42683 0.081
H -1.61892 -2.13789 -3.30849 0.080
H 0.90184 -2.32662 4.63363 0.077
H 5.34353 -2.50209 1.98598 0.098
H 4.63346 4.91072 -3.24508 0.090
H 4.99872 3.25078 5.63108 0.090
H -4.18107 1.82500 0.79149 -0.053
H -0.65055 0.20558 3.99811 0.069
H 1.64917 -0.80441 4.10831 0.081
H 2.42850 4.50890 0.41465 0.109
H 6.35941 2.45333 3.71713 0.093
H 4.89789 2.45289 -3.34496 0.095
H -0.26570 -1.71953 -4.38646 0.120
H 2.01966 -2.30768 3.25456 0.060
H -1.48575 -2.67925 1.82180 -0.004
H -2.63251 0.09070 -3.69755 0.057
H -3.62932 4.60514 2.38158 0.076
H 1.78859 -4.15701 0.66483 0.121
H -3.92631 2.22675 2.38726 0.146
H -1.89121 -0.52967 2.96144 0.042
H -4.11630 4.66234 0.67688 0.085
H -1.51062 1.46019 -3.55239 0.077
H 3.80978 -6.15003 3.72160 0.089
H -2.55283 5.34310 1.18231 0.073
H 5.57121 -4.34885 3.60786 0.099
H -1.94945 -3.56168 -1.66421 0.050
H -0.56967 -4.68970 -1.58954 0.082
H 3.39924 5.94428 -1.36525 0.096
H -1.29954 0.27618 -4.87760 0.078
H 2.54482 3.45610 5.38521 0.098
H 3.93576 1.03002 -1.54112 0.099
H 1.46108 2.87711 3.23471 0.070
H -0.97773 4.00821 4.03366 0.064
H -2.64279 4.83052 -1.57933 0.067
H -0.80236 -3.44036 3.25886 0.085
H -1.26352 -3.98154 -0.09815 0.061
H 1.87324 -5.96720 2.14233 0.126
H 0.63000 -3.34021 -2.99006 0.117
H 1.61081 -0.51575 1.79851 -0.006
H 5.25684 1.84539 1.58943 0.109
H -2.88793 1.19696 1.56470 0.018
H 0.13551 -3.38868 1.74990 0.051
H 1.25835 -1.79668 -2.33885 0.089
```

=====

(2)
Below is a structure of composition C47H52N4O5PS2Ti in a non-equilibrium geometry, with properties calculated with wB97M-V/def2-TZVPD.

Results
Total charge = -1
Highest occupied orbital energy (spin up / spin down) = -1.53 / -1.53 eV
Kohn-Sham gap (spin up / spin down) = 3.64 / 3.65 eV

Geometry as XYZ:
```
112
Properties=species:S:1:pos:R:3:lowdin_charge:R:1
Ti -0.49756 -1.37644 -0.52383 0.930
S -3.39241 0.89311 -1.23925 0.993
S 0.82602 -3.04937 3.49195 1.025
P 0.56114 1.26695 1.10421 1.167
O -1.93327 -2.63844 -0.22858 -0.134
O 5.08916 0.56961 0.60933 -0.024
O -2.22436 0.13114 -0.70871 -0.566
O -1.09565 -1.28708 -4.62920 -0.009
O -3.46427 -3.96593 -1.16588 0.030
N -0.91481 -1.86183 -2.40222 -0.097
N 0.43680 0.18433 -1.70272 -0.073
N 3.32973 0.14529 -0.70755 0.168
N -0.25905 -1.67367 1.53287 -0.090
C 1.69423 3.80565 1.41196 -0.098
C 1.67146 -3.38105 -1.62866 -0.154
C 1.49398 0.71183 5.59821 -0.088
C 4.35568 -0.81455 -1.11478 -0.244
C -0.85085 2.43615 0.90096 -0.377
C -2.88517 -0.55916 3.87353 -0.110
C -2.21506 -0.71171 2.66990 -0.043
C 0.24369 1.91544 3.92810 -0.084
C -4.87391 -1.07251 0.18790 -0.271
C 4.77008 0.94468 -2.94101 -0.067
C 1.94287 2.51335 0.93317 -0.239
C 2.50659 -4.06282 0.95137 -0.090
C 0.74459 -2.54325 1.79585 -0.566
C 0.81391 1.13866 2.92103 -0.332
C -0.59221 -2.08194 3.82042 -0.462
C 1.06841 -2.68943 -0.56462 -0.182
C -1.25759 -1.92290 5.01958 -0.107
C 2.62532 -4.36586 -1.43314 -0.148
C 4.39591 -1.46459 -3.57360 -0.066
C 5.38830 -0.68632 0.00992 -0.092
C -4.83530 0.40390 -0.20345 -0.307
C -0.87019 3.23371 -0.25156 -0.132
C 1.49114 -3.09126 0.75307 -0.290
C 3.30948 2.13771 0.75439 -0.113
C -1.95166 4.04325 -0.55076 -0.101
C -1.03398 -1.45303 2.63309 -0.313
C -4.15678 2.18813 -4.08998 -0.115
C 2.13227 -0.00442 4.59677 -0.091
C -3.05313 3.28942 1.43250 -0.092
C 3.05609 -4.69760 -0.13076 -0.139
C 3.82641 0.90375 0.18847 -0.331
C 0.56702 1.68448 5.25414 -0.085
C 0.23036 0.07293 -3.15195 -0.124
C 2.69069 4.72515 1.65456 -0.071
C -1.69743 -3.06989 -2.54305 -0.105
C -1.97702 2.46237 1.72145 -0.108
C 4.01880 4.33546 1.52966 -0.077
C -3.43309 0.84586 -3.99962 -0.292
C -3.88991 0.03614 -2.79174 -0.290
C 1.79366 0.20737 3.27300 -0.115
C -2.45912 -3.26918 -1.22076 -0.605
C -3.05049 4.08355 0.29488 -0.107
C -5.85926 -1.90476 -0.62800 -0.106
C 4.31002 3.05969 1.12106 -0.019
C -2.40719 -1.13715 5.04314 -0.121
C -0.68094 -1.11687 -3.47599 -0.564
C 4.95905 -0.51342 -2.51914 -0.364
H -4.73734 1.04083 0.67641 0.065
H -3.79854 0.02536 3.90467 0.094
H -4.97402 -0.07244 -2.80231 0.088
H 5.26175 -1.47913 0.75377 0.129
H 3.80413 -5.46857 0.01462 0.081
H -3.83456 2.73982 -4.97286 0.070
H 3.04978 -4.88835 -2.28326 0.078
H 1.72208 0.51898 6.63830 0.098
H 1.17452 -0.09341 -3.67692 0.112
H -2.57860 -0.28599 1.74440 0.081
H 1.38217 -3.14443 -2.65050 0.088
H 5.17433 1.10044 -3.94214 0.074
H 4.81205 5.03398 1.76192 0.102
H -3.89996 3.31253 2.10842 0.106
H -2.35595 1.00467 -3.94128 0.082
H -3.61464 0.25966 -4.90164 0.117
H 2.80572 -4.31819 1.96303 0.078
H 5.33955 2.74051 1.04117 0.115
H -5.54669 -1.99868 -1.66653 0.061
H 3.71078 1.19854 -2.94509 0.072
H -0.89266 -2.40580 5.91679 0.100
H 4.80481 -1.22708 -4.55725 0.073
H 6.03554 -0.70608 -2.45297 0.123
H -3.87446 -1.50350 0.09406 0.074
H -2.01513 1.83417 2.59755 0.079
H 0.67037 4.10200 1.59468 0.099
H -5.90155 -2.91037 -0.21471 0.074
H 3.93191 -1.81693 -1.13628 0.123
H -5.72268 0.71683 -0.75788 0.088
H -0.44912 2.70941 3.68614 0.092
H -5.23582 2.03529 -4.15804 0.072
H 6.42131 -0.68161 -0.33849 0.121
H 0.17852 1.11578 -1.40610 0.023
H 0.00175 3.25118 -0.89793 0.108
H 4.65584 -2.49520 -3.33403 0.077
H -3.89472 4.72426 0.07455 0.100
H -1.93607 4.65391 -1.44523 0.104
H 2.44182 5.72882 1.97371 0.103
H 0.08858 2.27426 6.02650 0.099
H -3.40930 -0.94187 -2.75891 0.088
H -5.14042 -1.14490 1.24453 0.110
H -6.86409 -1.47380 -0.59553 0.069
H 1.43709 0.08552 -1.45752 0.042
H -3.95108 2.79786 -3.20905 0.048
H 3.31086 -1.39298 -3.62201 0.069
H 2.88328 -0.74017 4.84985 0.101
H 2.27756 -0.35914 2.48375 0.103
H -0.21082 0.98115 -3.57216 0.110
H -2.37494 -3.02744 -3.40047 0.118
H 5.28162 1.61802 -2.25038 0.078
H -1.03668 -3.93868 -2.66601 0.129
H -2.93903 -0.99159 5.97470 0.087
```

=====

(3)
Below is an isolated molecule of C5H9BBrN in a non-equilibrium geometry, with properties calculated with wB97M-V/def2-TZVPD.

Results
Total charge = 0
Highest occupied orbital energy (spin up / spin down) = -7.83 / -7.86 eV
Kohn-Sham gap (spin up / spin down) = 5.47 / 5.50 eV
ΔE to the lowest compared entry with this formula, charge and spin = 0.00 kcal/mol

Geometry as XYZ:
```
17
Properties=species:S:1:pos:R:3:nbo_charge:R:1
Br 4.71206 0.09162 0.09807 0.012
N -0.27613 -0.60440 0.41967 -0.597
C 1.91482 0.66545 0.11622 -0.145
C 2.56924 -1.60553 -0.57780 -0.195
C 2.83218 -0.34027 -0.16416 -0.164
C -0.47748 1.88913 -0.14710 -0.889
C -1.55024 -1.15409 0.54474 -0.428
B 0.37385 0.53156 0.13002 0.499
H 2.33557 1.64571 0.30689 0.217
H -1.95098 -0.98972 1.55174 0.220
H 0.15496 2.71065 -0.46535 0.206
H 3.34718 -2.33417 -0.71860 0.215
H 1.55027 -1.89441 -0.76102 0.239
H -2.26070 -0.75944 -0.19504 0.163
H -0.97997 2.17904 0.77172 0.224
H -1.47759 -2.23703 0.38934 0.201
H -1.23698 1.71790 -0.90409 0.224
```

=====

For the records above, the corresponding energy values read -13271.89919; -4404.75036; -2849.41590 Eh.